Record 1
13
Properties=species:S:1:pos:R:3 method="wB97M-V/def2-TZVPD" total_charge=+1 e_homo_ev="-9.9 / -14.3" de_lowest_kcal_mol=31.2 spin_multiplicity=3 s2=2.01
C 1.245 -0.471 0.004
N 2.350 0.121 -0.123
N 0.138 0.240 0.231
N -1.299 -0.655 0.515
O 1.302 -1.768 0.016
P -2.774 -0.123 -0.145
H 2.718 1.097 -0.201
H 3.052 -0.643 -0.063
H -0.040 1.269 0.306
H -1.235 -0.640 1.533
H 0.472 -2.278 0.316
H -2.881 1.301 0.024
H -2.201 -0.344 -1.511

Record 2
13
Properties=species:S:1:pos:R:3 method="wB97M-V/def2-TZVPD" e_homo_ev=-10.1 de_lowest_kcal_mol=171.0
C -0.303 0.357 0.578
C -0.628 -0.909 -0.090
C 1.045 0.207 -0.065
H -1.136 2.591 0.964
H -2.563 1.052 0.419
H -0.072 0.300 1.675
H -0.679 -1.756 0.763
H -1.592 -0.807 -0.673
N -1.220 1.487 0.257
N 0.640 -0.792 -0.768
N 1.573 -1.476 -1.414
N 2.608 -0.584 -1.295
N 2.326 0.331 -0.352

Record 3
99
Properties=species:S:1:pos:R:3 method="wB97M-V/def2-TZVPD" total_charge=-1 e_homo_ev="-3.3 / -3.7" de_lowest_kcal_mol=17.3 spin_multiplicity=4 s2=3.83
Cr -0.202 1.736 0.069
C -0.918 0.651 -4.735
C -1.697 0.400 -3.441
C -3.060 -0.233 -3.742
C -0.918 -0.474 -2.502
C -0.532 -1.793 -2.790
C 0.077 -2.254 -1.646
C 0.746 -3.577 -1.418
C 0.294 -4.615 -2.441
C 2.263 -3.390 -1.466
N 0.055 -1.250 -0.740
N -0.554 -0.154 -1.264
B 0.347 -1.373 0.776
N 1.514 -0.487 1.262
N 1.354 0.866 1.216
C 2.396 1.419 1.839
C 3.225 0.402 2.316
C 2.650 -0.793 1.934
C 3.344 -2.107 2.249
C 4.591 -2.263 1.366
C 2.559 -3.415 2.282
C 2.647 2.888 1.990
C 3.335 3.187 3.322
C 3.478 3.425 0.823
N -0.932 -1.003 1.569
N -1.511 0.221 1.442
C -2.516 0.258 2.316
C -2.595 -0.961 3.005
C -1.576 -1.739 2.498
C -1.245 -3.152 2.886
C -2.445 -4.071 2.649
C -0.791 -3.214 4.346
C -3.405 1.451 2.530
C -4.612 1.089 3.393
C -3.832 2.064 1.208
H -1.480 1.312 -5.399
H 0.048 1.115 -4.528
H -0.736 -0.288 -5.263
H -1.884 1.351 -2.956
H -2.940 -1.191 -4.254
H -3.620 -0.410 -2.823
H -3.646 0.427 -4.386
H -0.689 -2.329 -3.710
H 0.471 -3.939 -0.424
H 0.577 -4.315 -3.451
H 0.770 -5.575 -2.232
H -0.788 -4.753 -2.416
H 2.568 -3.089 -2.471
H 2.570 -2.603 -0.779
H 2.786 -4.314 -1.204
H 0.627 -2.503 0.987
H 4.140 0.516 2.873
H 3.708 -1.952 3.270
H 4.317 -2.421 0.324
H 5.217 -1.373 1.416
H 5.179 -3.123 1.697
H 2.266 -3.744 1.287
H 3.198 -4.190 2.713
H 1.667 -3.334 2.900
H 1.674 3.384 1.976
H 4.349 2.776 3.354
H 3.412 4.267 3.461
H 2.771 2.775 4.160
H 4.435 2.897 0.749
H 2.945 3.297 -0.116
H 3.684 4.488 0.968
H -3.310 -1.247 3.758
H -0.430 -3.503 2.255
H -3.296 -3.763 3.260
H -2.755 -4.042 1.604
H -2.196 -5.103 2.909
H -1.597 -2.893 5.008
H -0.506 -4.233 4.620
H 0.061 -2.556 4.521
H -2.810 2.207 3.054
H -5.202 0.294 2.930
H -4.311 0.758 4.388
H -5.255 1.963 3.515
H -4.359 1.343 0.578
H -4.469 2.936 1.374
H -2.921 2.408 0.722
Cl 0.111 5.005 -6.122
C 0.446 4.119 -4.651
C 1.688 3.582 -4.464
C 1.990 2.866 -3.298
I 3.875 2.013 -3.035
C 1.052 2.679 -2.286
O 1.278 2.065 -1.187
C -0.260 3.214 -2.522
N -1.166 2.938 -1.547
C -2.374 3.437 -1.672
C -2.772 4.195 -2.784
C -1.888 4.446 -3.793
C -0.571 3.953 -3.685
H 2.444 3.710 -5.227
H -3.066 3.241 -0.872
H -3.787 4.569 -2.827
H -2.177 5.018 -4.665
S -0.601 3.482 1.315

Record 4
12
Properties=species:S:1:pos:R:3 method="wB97M-V/def2-TZVPD" e_homo_ev="-9.3 / -9.0" de_lowest_kcal_mol=126.6
C 0.638 0.002 1.673
C 0.931 0.311 0.429
C -0.792 -0.029 1.093
C -0.588 -0.152 -1.485
N -0.263 0.436 -0.214
Cl 3.653 0.679 -1.264
H 1.092 -0.074 2.631
H -1.228 -1.026 1.058
H -1.451 0.716 1.537
H -1.530 0.266 -1.841
H 0.204 0.114 -2.183
H -0.666 -1.244 -1.434

Record 5
105
Properties=species:S:1:pos:R:3 method="wB97M-V/def2-TZVPD" e_homo_ev=-6.9
Ta 0.301 0.134 0.931
C 2.318 -2.375 1.767
N 1.556 -1.350 2.532
C 0.538 -2.025 3.362
C -0.494 -2.661 2.486
N -1.372 -1.630 1.914
C -2.214 -2.233 0.844
C -2.266 -1.107 2.954
C -3.301 -1.906 3.439
C -4.166 -1.425 4.404
C -3.995 -0.131 4.889
C -2.952 0.647 4.422
C -2.062 0.158 3.461
S -0.654 1.116 3.018
C 2.478 -0.608 3.403
C 3.139 -1.312 4.410
C 4.050 -0.685 5.239
C 4.309 0.671 5.054
C 3.660 1.364 4.052
C 2.734 0.736 3.204
S 2.029 1.708 1.931
H 2.453 -3.281 2.371
H 3.289 -1.977 1.516
H 1.802 -2.624 0.843
H 0.091 -1.280 4.018
H 0.994 -2.791 3.992
H -1.076 -3.386 3.063
H -0.037 -3.194 1.654
H -2.722 -3.129 1.207
H -1.596 -2.509 0.005
H -2.951 -1.503 0.538
H -3.440 -2.911 3.061
H -4.967 -2.053 4.773
H -4.667 0.263 5.640
H -2.799 1.650 4.802
H 2.946 -2.369 4.545
H 4.552 -1.246 6.016
H 5.023 1.183 5.687
H 3.859 2.418 3.898
C -3.669 -0.934 -2.529
C -2.984 0.388 -2.225
C -3.011 1.282 -3.446
O -1.593 0.076 -1.936
B -1.388 0.191 -0.576
O -2.528 0.642 0.078
C -3.500 1.076 -0.910
C -4.870 0.615 -0.451
C -3.450 2.593 -0.947
H -3.175 -1.397 -3.386
H -4.724 -0.797 -2.774
H -3.594 -1.622 -1.684
H -2.601 0.741 -4.301
H -2.420 2.185 -3.296
H -4.039 1.572 -3.685
H -4.902 -0.459 -0.269
H -5.633 0.864 -1.194
H -5.122 1.123 0.481
H -2.452 2.951 -1.201
H -3.695 2.973 0.047
H -4.168 2.996 -1.664
N 1.229 -6.923 -1.516
C 0.735 -5.653 -1.702
C 0.741 -4.707 -0.662
N 0.266 -3.490 -0.827
C -0.245 -3.187 -2.028
C -0.274 -4.131 -3.032
N 0.214 -5.364 -2.883
H 1.882 -7.086 -0.771
H 1.354 -7.469 -2.351
H 1.151 -4.966 0.313
H -0.625 -2.182 -2.186
H -0.700 -3.888 -4.000
C 2.780 -1.812 -1.741
Si 2.556 -0.244 -0.716
C 4.260 -0.107 0.097
C 2.639 1.134 -2.001
C 2.316 0.920 -3.342
C 2.487 1.919 -4.300
C 2.987 3.158 -3.928
C 3.303 3.397 -2.594
C 3.127 2.398 -1.647
H 3.672 -1.671 -2.363
H 1.941 -2.027 -2.403
H 2.942 -2.691 -1.109
H 4.974 0.134 -0.697
H 4.598 -1.034 0.564
H 4.305 0.684 0.847
H 1.935 -0.046 -3.660
H 2.235 1.723 -5.337
H 3.125 3.937 -4.669
H 3.682 4.368 -2.292
H 3.378 2.604 -0.610
C 0.192 1.949 -0.128
C 0.127 3.015 -0.708
C 0.054 4.247 -1.441
C -0.071 4.222 -2.833
C -0.137 5.407 -3.550
C -0.076 6.628 -2.887
C 0.053 6.659 -1.503
C 0.119 5.477 -0.781
H -0.081 3.262 -3.338
H -0.227 5.379 -4.629
H -0.123 7.554 -3.448
H 0.109 7.608 -0.985
H 0.223 5.490 0.296

Record 6
15
Properties=species:S:1:pos:R:3 method="wB97M-V/def2-TZVPD" smiles=Cc1ccn(C)n1 e_homo_ev=-8.9 de_lowest_kcal_mol=11.4
C 0.273 2.277 -1.024
C 0.127 0.842 -0.629
C -0.311 -0.256 -1.405
C -0.325 -1.315 -0.529
N 0.073 -0.834 0.670
C 0.039 -1.512 1.945
N 0.358 0.476 0.625
H -0.712 2.731 -1.179
H 0.844 2.388 -1.951
H 0.779 2.827 -0.227
H -0.619 -0.262 -2.442
H -0.581 -2.359 -0.655
H -0.844 -2.158 1.982
H -0.050 -0.747 2.718
H 0.948 -2.100 2.100

Record 7
21
Properties=species:S:1:pos:R:3 method="wB97M-V/def2-TZVPD" smiles=NCN.O.O.O.O e_homo_ev=-8.8 de_lowest_kcal_mol=55.7
N 1.564 -2.357 -0.461
C 2.215 -1.456 0.468
N 2.080 -1.531 1.929
H 2.095 -2.276 -1.347
H 1.462 -3.244 -0.074
H 3.232 -1.341 0.330
H 2.139 -0.425 0.142
H 1.448 -0.811 2.241
H 1.555 -2.373 2.214
O -1.761 2.849 0.482
H -1.271 2.824 1.327
H -1.892 1.937 0.426
O 0.339 1.163 0.351
H -0.120 0.409 0.033
H 0.578 1.896 -0.262
O -2.727 0.497 -0.266
H -2.878 -0.346 0.090
H -3.501 0.943 -0.588
O -0.830 0.306 -2.327
H -0.991 0.873 -1.575
H -0.817 -0.632 -1.966

Record 8
109
Properties=species:S:1:pos:R:3 method="wB97M-V/def2-TZVPD" total_charge=-2 e_homo_ev="-1.1 / -1.1" de_lowest_kcal_mol=0.0
Ti 1.187 -0.326 -0.216
C 4.393 1.427 4.517
Si 3.918 -0.378 4.379
C 5.123 -1.326 3.289
C 3.974 -1.128 6.108
C 2.164 -0.556 3.750
C 1.126 -1.118 4.481
C -0.146 -1.289 3.935
C -0.361 -0.902 2.630
N 0.604 -0.313 1.922
C 1.825 -0.144 2.449
S 2.925 0.559 1.303
H 5.423 1.533 4.869
H 3.734 1.945 5.218
H 4.301 1.922 3.550
H 5.760 -1.980 3.890
H 5.759 -0.644 2.725
H 4.582 -1.936 2.564
H 4.985 -1.035 6.514
H 3.719 -2.191 6.091
H 3.291 -0.623 6.794
H 1.307 -1.449 5.499
H -0.950 -1.730 4.507
H -1.313 -1.015 2.120
C -2.819 -2.692 -2.281
O -1.943 -1.672 -2.734
C -0.636 -2.009 -2.882
O -0.278 -3.182 -2.902
C 0.223 -0.865 -3.042
C 1.585 -1.118 -3.518
As 1.904 -1.408 -5.404
C 0.154 -2.153 -5.899
C 1.449 0.472 -5.858
C 0.585 1.233 -5.175
As -0.403 0.934 -3.458
C -2.132 0.729 -4.418
C 0.231 2.588 -5.687
O 0.259 3.610 -5.049
O -0.212 2.544 -6.969
C -0.494 3.820 -7.532
C 2.176 1.050 -7.012
O 2.634 2.164 -7.107
O 2.305 0.142 -8.015
C 3.064 0.584 -9.131
C 2.628 -0.701 -2.790
O 2.508 -0.180 -1.588
O 3.910 -0.700 -3.277
C 4.761 -1.594 -2.569
H -3.719 -2.174 -1.954
H -2.379 -3.231 -1.444
H -3.042 -3.398 -3.084
H 0.065 -3.143 -5.452
H 0.111 -2.231 -6.986
H -0.660 -1.524 -5.543
H -1.991 0.552 -5.484
H -2.698 1.645 -4.250
H -2.668 -0.094 -3.955
H -0.884 3.627 -8.528
H 0.418 4.416 -7.589
H -1.228 4.356 -6.932
H 3.211 -0.292 -9.759
H 4.022 0.990 -8.812
H 2.525 1.356 -9.683
H 5.787 -1.265 -2.729
H 4.634 -2.610 -2.952
H 4.541 -1.575 -1.500
C -8.991 -0.806 1.915
C -7.610 -0.474 1.411
C -7.296 -0.536 0.062
C -6.024 -0.225 -0.417
C -5.771 -0.308 -1.897
C -5.004 0.164 0.470
Te -3.047 0.634 -0.236
C -5.323 0.236 1.843
C -4.290 0.645 2.857
C -6.603 -0.082 2.285
H -9.620 -1.183 1.106
H -9.488 0.072 2.339
H -8.961 -1.570 2.697
H -8.064 -0.839 -0.647
H -6.656 -0.670 -2.427
H -4.923 -0.962 -2.110
H -5.487 0.671 -2.292
H -3.503 -0.110 2.929
H -4.742 0.779 3.843
H -3.785 1.562 2.552
H -6.819 -0.019 3.349
C -2.732 4.698 -1.117
C -1.271 4.799 -0.745
O -0.685 3.506 -0.917
P 0.432 2.902 0.041
O 0.455 1.440 -0.458
Te 0.162 3.378 2.309
O 1.800 3.562 -0.470
C 2.134 3.414 -1.872
C 3.579 2.987 -1.985
H -3.220 5.667 -0.981
H -3.221 3.948 -0.494
H -2.839 4.385 -2.156
H -1.147 5.121 0.292
H -0.738 5.497 -1.398
H 1.962 4.381 -2.349
H 1.474 2.685 -2.345
H 4.234 3.720 -1.508
H 3.854 2.897 -3.038
H 3.720 2.015 -1.513
O -0.093 -1.908 -0.166
N 0.715 -2.774 0.263
O 1.865 -2.252 0.333

Record 9
3
Properties=species:S:1:pos:R:3 method="wB97M-V/def2-TZVPD" e_homo_ev=-8.7 de_lowest_kcal_mol=3.0
Ca -0.978 0.321 0.246
Br 0.521 -1.135 1.031
Br 0.457 0.815 -1.276

Record 10
29
Properties=species:S:1:pos:R:3 method="wB97M-V/def2-TZVPD" smiles="O=C(NNc1ccc([N+](=O)[O-])cc1[N+](=O)[O-])c1ccco1" e_homo_ev=-9.2
O 0.751 0.566 1.498
C 1.539 0.595 0.575
N 1.278 1.301 -0.582
N 0.012 1.824 -0.774
C -1.133 1.123 -0.537
C -2.277 1.849 -0.143
C -3.458 1.228 0.156
C -3.545 -0.167 0.085
N -4.778 -0.824 0.424
O -4.816 -2.031 0.330
O -5.703 -0.124 0.779
C -2.458 -0.910 -0.330
C -1.271 -0.277 -0.676
N -0.246 -1.113 -1.229
O 0.515 -0.613 -2.039
O -0.217 -2.276 -0.894
C 2.834 -0.074 0.571
C 3.410 -0.867 1.534
C 4.645 -1.288 1.004
C 4.732 -0.725 -0.237
O 3.649 0.008 -0.509
H 1.796 1.063 -1.422
H -0.051 2.813 -0.554
H -2.198 2.922 -0.059
H -4.325 1.789 0.468
H -2.529 -1.986 -0.408
H 2.984 -1.108 2.486
H 5.367 -1.922 1.475
H 5.492 -0.776 -0.992

Record 11
24
Properties=species:S:1:pos:R:3 method="wB97M-V/def2-TZVPD" smiles="C=C.O.O.O.O.O.O" e_homo_ev=-10.5 de_lowest_kcal_mol=19.0
C 1.796 2.023 0.876
C 0.968 2.405 -0.098
H 1.546 1.155 1.475
H 2.749 2.528 1.041
H 0.068 1.873 -0.392
H 1.152 3.203 -0.778
O -1.175 -0.667 -1.982
H -0.350 -0.802 -1.502
H -1.644 -1.520 -1.911
O 1.675 -1.111 -1.313
H 2.001 -0.270 -1.682
H 2.199 -1.320 -0.528
O -0.957 0.615 2.112
H -0.144 1.109 1.908
H -1.540 0.758 1.330
O -0.894 -2.919 -0.660
H -0.489 -2.983 -1.541
H -0.403 -2.227 -0.177
O -2.303 1.030 -0.169
H -3.257 1.128 -0.192
H -2.118 0.388 -0.896
O 0.588 -1.404 1.352
H 0.644 -2.158 1.955
H -0.109 -0.836 1.774